Entry 1:
# C6H23B2NO2Sn

C6H23B2NO2Sn as an isolated structure (ωB97M-V with the def2-TZVPD basis set, OMol25).

relative energy (zero: lowest compared OMol25 entry of this formula, charge and spin): 66.3 kcal/mol
HOMO: -7.1 eV
total energy: -19354.568 eV
F_max: 0.08276 hartree/bohr
orbital gap: 7.55 eV

Geometry as ORCA input:
```
! wB97M-V def2-TZVPD RIJCOSX def2/J DEFGRID3
* xyz 0 1
Sn -0.941 -0.492 1.067
B -2.821 -1.007 -0.278
H -3.440 -0.995 -1.162
H -1.879 -1.490 -0.484
H -2.617 0.015 -0.001
H -3.322 -1.486 0.549
B 0.794 -0.879 2.562
H 1.561 -1.634 2.638
H -0.204 -1.289 2.586
H 0.835 -0.146 3.352
H 0.955 -0.403 1.608
C 1.822 -1.793 0.012
O 0.416 -2.090 -0.172
C 0.066 -1.746 -1.562
C 0.103 -0.219 -1.808
N -1.017 0.389 -1.183
C -1.097 1.836 -1.197
C 0.181 2.375 -0.431
O 0.179 1.903 0.897
C 1.379 2.055 1.643
H 2.485 -2.506 -0.479
H 2.081 -1.835 1.070
H 2.131 -0.782 -0.252
H -0.937 -2.104 -1.794
H 0.726 -2.338 -2.197
H 0.177 0.074 -2.855
H 1.082 0.212 -1.595
H -1.892 0.158 -1.633
H -2.065 2.064 -0.753
H -1.038 2.128 -2.246
H 0.141 3.462 -0.497
H 1.100 2.124 -0.960
H 1.355 1.332 2.459
H 1.487 3.016 2.147
H 2.216 2.090 0.946
*
```

These are the natural (NBO) partial charges, in e, on atoms 1 to 4: atom 1 (Sn): 1.423, atom 2 (B): -0.802, atom 3 (H): 0.020, atom 4 (H): -0.042

Entry 2:
# C6H23N2O4

A 5-piece molecular cluster, C6H23N2O4 overall (ωB97M-V with the def2-TZVPD basis set, OMol25).

relative energy (zero: lowest compared OMol25 entry of this formula, charge and spin): 47.3 kcal/mol
HOMO: -10.6 eV
total energy: -17757.484 eV
F_max: 0.08857 hartree/bohr
orbital gap: 8.05 eV

Geometry as ORCA input:
```
! wB97M-V def2-TZVPD RIJCOSX def2/J DEFGRID3
* xyz 1 1
C 0.426 2.095 0.435
C 0.384 2.277 -1.087
C 0.527 1.075 -1.875
N 0.457 -1.681 -1.193
C 1.735 -0.980 -1.368
C 1.699 0.303 -1.798
C 2.990 -1.715 -1.538
N -0.499 0.947 0.956
H 0.064 2.969 0.972
H 1.424 1.791 0.803
H -0.448 2.929 -1.472
H 1.114 3.000 -1.503
H 0.576 1.309 -2.911
H -0.386 0.442 -1.898
H 0.463 -2.703 -1.120
H -0.295 -1.432 -1.789
H 2.614 0.780 -1.953
H 3.051 -1.966 -2.684
H 3.840 -1.159 -1.127
H 3.083 -2.628 -0.904
H -1.546 1.199 0.657
H -0.793 0.876 2.065
H -0.294 -0.035 0.682
H -1.300 0.042 3.894
H -0.837 -1.145 3.014
O -0.793 -0.219 3.081
H 0.588 -2.579 3.670
H -0.603 -3.520 3.028
O -0.254 -2.584 3.256
H -3.241 1.514 2.978
H -2.797 2.889 2.859
O -2.544 1.938 2.543
H -3.417 -0.908 -2.707
H -2.457 -1.966 -3.289
O -2.530 -1.156 -2.678
*
```

These are the natural (NBO) partial charges, in e, on atoms 1 to 4: atom 1 (C): -0.201, atom 2 (C): -0.437, atom 3 (C): -0.472, atom 4 (N): -0.885

Entry 3:
# C6H23NO4

A 5-piece molecular cluster, C6H23NO4 overall (ωB97M-V with the def2-TZVPD basis set, OMol25).

relative energy (zero: lowest compared OMol25 entry of this formula, charge and spin): 84.1 kcal/mol
HOMO: -9.5 eV
total energy: -16272.484 eV
SMILES string: CCN(C)C(C)C.O.O.O.O
F_max: 0.11824 hartree/bohr
orbital gap: 9.88 eV

Geometry as ORCA input:
```
! wB97M-V def2-TZVPD RIJCOSX def2/J DEFGRID3
* xyz 0 1
C -0.098 -2.831 -1.960
C -0.211 -2.594 -0.485
N 0.653 -1.386 -0.067
C 1.845 -2.029 0.554
C -0.027 -0.678 2.376
C 0.061 -0.359 0.851
C 0.618 1.020 0.727
H -0.631 -2.186 -2.687
H 0.923 -3.015 -2.251
H -0.539 -3.906 -2.117
H -1.144 -2.421 0.026
H 0.084 -3.551 0.109
H 2.407 -1.415 1.271
H 1.561 -3.040 1.113
H 2.705 -2.257 -0.218
H 0.412 -1.705 2.648
H 0.634 0.097 2.906
H -1.072 -0.702 2.712
H -1.011 -0.361 0.534
H 1.707 0.989 0.388
H 0.229 1.588 -0.110
H 0.538 1.605 1.628
H 3.106 -0.769 -1.390
H 2.051 0.204 -1.138
O 2.950 0.189 -1.501
H -0.022 1.193 -4.083
H 0.352 1.647 -2.651
O -0.179 1.953 -3.365
H -1.165 1.818 2.669
H -1.334 3.454 2.391
O -1.761 2.666 2.524
H -2.888 2.626 0.017
H -3.340 2.814 1.391
O -3.668 2.919 0.458
*
```

These are the natural (NBO) partial charges, in e, on atoms 1 to 4: atom 1 (C): -0.622, atom 2 (C): -0.221, atom 3 (N): -0.480, atom 4 (C): -0.442

Entry 4:
# C6H23NO5

A 6-piece molecular cluster, C6H23NO5 overall (ωB97M-V with the def2-TZVPD basis set, OMol25).

relative energy (zero: lowest compared OMol25 entry of this formula, charge and spin): 45.8 kcal/mol
HOMO: -9.3 eV
total energy: -18321.241 eV
SMILES string: C=CC[C@H](C)NC.O.O.O.O.O
F_max: 0.04693 hartree/bohr
orbital gap: 9.56 eV

Geometry as ORCA input:
```
! wB97M-V def2-TZVPD RIJCOSX def2/J DEFGRID3
* xyz 0 1
C 0.329 0.449 1.918
N -0.065 -0.835 1.350
C 0.637 -1.203 0.130
C -0.270 -2.321 -0.494
C -1.578 -1.786 -0.978
C -2.311 -2.425 -1.893
C 2.041 -1.789 0.276
H 1.422 0.602 1.955
H -0.095 1.226 1.281
H 0.018 0.652 2.942
H 0.082 -1.544 2.052
H 0.672 -0.472 -0.680
H 0.277 -2.605 -1.398
H -0.289 -3.191 0.165
H -2.017 -0.847 -0.664
H -3.191 -2.019 -2.364
H -1.936 -3.407 -2.139
H 2.071 -2.618 0.984
H 2.837 -1.064 0.436
H 2.280 -2.246 -0.688
H 3.500 1.986 0.028
H 2.603 2.658 -1.005
O 3.141 1.875 -0.863
H -1.017 2.547 -3.419
H -0.338 1.754 -2.281
O -1.005 1.693 -2.971
H -3.221 -1.505 2.291
H -1.834 -0.872 2.276
O -2.484 -1.286 2.870
H -1.699 2.559 -1.035
H -1.423 3.451 0.080
O -0.959 3.082 -0.685
H 1.075 2.449 1.051
H 1.570 3.646 0.315
O 1.178 3.406 1.158
*
```

These are the natural (NBO) partial charges, in e, on atoms 1 to 4: atom 1 (C): -0.426, atom 2 (N): -0.661, atom 3 (C): -0.040, atom 4 (C): -0.441

What did the second record say?
# C6H23N2O4

A 5-piece molecular cluster, C6H23N2O4 overall (ωB97M-V with the def2-TZVPD basis set, OMol25).

relative energy (zero: lowest compared OMol25 entry of this formula, charge and spin): 47.3 kcal/mol
HOMO: -10.6 eV
total energy: -17757.484 eV
F_max: 0.08857 hartree/bohr
orbital gap: 8.05 eV

Geometry as ORCA input:
```
! wB97M-V def2-TZVPD RIJCOSX def2/J DEFGRID3
* xyz 1 1
C 0.426 2.095 0.435
C 0.384 2.277 -1.087
C 0.527 1.075 -1.875
N 0.457 -1.681 -1.193
C 1.735 -0.980 -1.368
C 1.699 0.303 -1.798
C 2.990 -1.715 -1.538
N -0.499 0.947 0.956
H 0.064 2.969 0.972
H 1.424 1.791 0.803
H -0.448 2.929 -1.472
H 1.114 3.000 -1.503
H 0.576 1.309 -2.911
H -0.386 0.442 -1.898
H 0.463 -2.703 -1.120
H -0.295 -1.432 -1.789
H 2.614 0.780 -1.953
H 3.051 -1.966 -2.684
H 3.840 -1.159 -1.127
H 3.083 -2.628 -0.904
H -1.546 1.199 0.657
H -0.793 0.876 2.065
H -0.294 -0.035 0.682
H -1.300 0.042 3.894
H -0.837 -1.145 3.014
O -0.793 -0.219 3.081
H 0.588 -2.579 3.670
H -0.603 -3.520 3.028
O -0.254 -2.584 3.256
H -3.241 1.514 2.978
H -2.797 2.889 2.859
O -2.544 1.938 2.543
H -3.417 -0.908 -2.707
H -2.457 -1.966 -3.289
O -2.530 -1.156 -2.678
*
```

These are the natural (NBO) partial charges, in e, on atoms 1 to 4: atom 1 (C): -0.201, atom 2 (C): -0.437, atom 3 (C): -0.472, atom 4 (N): -0.885

Question: Which formula does entry 4 have?
Answer: C6H23NO5

Question: Which formula does entry 3 have?
Answer: C6H23NO4